Formula: C23H20ClF5OPRhTe
Source: OMol25
Level of theory: wB97M-V/def2-TZVPD

Element x y z (Å)
C  -2.74846  -2.85672  1.99598
C  -1.88225  -1.75177  2.29884
C  -2.53236  -0.54113  1.92084
H  -0.92606  -1.82993  2.81463
C  -3.83923  -0.88252  1.45502
C  -4.00675  -2.28168  1.60267
H  -4.87497  -2.79333  1.20243
H  -2.48054  -3.87826  2.18548
H  -2.15058  0.46701  2.06914
H  -4.56483  -0.22275  0.97713
Rh  -2.46325  -1.84071  0.34113
Cl  -2.41922  -0.34880  -1.59154
P  0.74528  0.73153  -0.22664
C  0.58539  2.48740  0.27731
C  1.51904  3.16426  1.06740
H  2.40199  2.65122  1.43153
C  1.32714  4.50138  1.39699
H  2.06583  5.01882  2.01131
C  0.19451  5.17685  0.94048
H  0.04963  6.22236  1.19670
C  -0.74774  4.50863  0.15806
H  -1.62877  5.04063  -0.20175
C  -0.56085  3.16559  -0.15905
H  -1.29583  2.62837  -0.74787
C  2.16389  0.19361  0.80351
C  1.87503  -0.23973  2.10665
H  0.84964  -0.23915  2.45504
C  2.89862  -0.65472  2.95376
H  2.67065  -0.97479  3.97112
C  4.21857  -0.65914  2.50249
H  5.01877  -0.98322  3.16145
C  4.51160  -0.24510  1.20239
H  5.54198  -0.24821  0.84343
C  3.48838  0.17563  0.35900
H  3.73226  0.48919  -0.64983
C  1.53555  0.89957  -1.87178
C  2.04436  2.09875  -2.37845
H  1.98441  3.00936  -1.79291
C  2.63200  2.13566  -3.63852
H  3.03018  3.07662  -4.02082
C  2.71317  0.97442  -4.40877
H  3.17488  1.00736  -5.39123
C  2.19955  -0.22519  -3.91568
H  2.26428  -1.13405  -4.51459
C  1.60149  -0.25725  -2.65984
H  1.17323  -1.17722  -2.28103
F  -4.32763  -5.13914  0.84150
Te  -4.37585  -4.71163  -1.02509
F  -5.89032  -3.57882  -0.61456
F  -4.72284  -4.49108  -2.88396
F  -3.09168  -6.09014  -1.33452
F  -5.64208  -6.08552  -1.09368
O  -3.03925  -3.46250  -1.14129

Cartesian forces (eV/Å) of the 2 atoms listed first:
C -0.782 -0.741 3.218
C 0.904 0.176 1.779

Properties
⟨S²⟩: 6.018
Spin multiplicity: 5
DFT total energy: -71917.814 eV

Population analysis type Löwdin, resulting atomic charges in e:
1 C -0.2626
2 C -0.2287
3 C -0.2606
4 H 0.0956
5 C -0.2477
6 C -0.2132
7 H 0.0806
8 H 0.1070
9 H 0.1045
10 H 0.1193
11 Rh 0.9214
12 Cl -0.0480
13 P 1.1982
14 C -0.3698
15 C -0.0782
16 H 0.1048
17 C -0.0671
18 H 0.1120
19 C -0.0666
20 H 0.1088
21 C -0.0639
22 H 0.1129
23 C -0.0901
24 H 0.0906
25 C -0.3650
26 C -0.0927
27 H 0.0892
28 C -0.0654
29 H 0.1126
30 C -0.0648
31 H 0.1094
32 C -0.0630
33 H 0.1131
34 C -0.0737
35 H 0.1062
36 C -0.3754
37 C -0.0770
38 H 0.1045
39 C -0.0673
40 H 0.1112
41 C -0.0654
42 H 0.1087
43 C -0.0618
44 H 0.1141
45 C -0.0918
46 H 0.1078
47 F -0.3873
48 Te 1.8445
49 F -0.3989
50 F -0.3914
51 F -0.3983
52 F -0.3684
53 O -0.6731

Formula: C23H20CuN11O3S
Source: OMol25
Level of theory: wB97M-V/def2-TZVPD

Element x y z (Å)
Cu  0.05842  0.02964  0.08109
N  1.66149  -0.34205  3.84176
C  0.38145  -0.30447  4.35001
C  -0.43464  -0.07557  3.28842
N  0.32321  0.02853  2.14752
C  1.58014  -0.14226  2.51179
C  2.65024  -0.11188  1.52926
N  2.35863  0.06763  0.26371
C  3.54939  0.03875  -0.41096
C  4.56996  -0.16155  0.46866
N  3.98330  -0.25601  1.70903
H  2.49229  -0.53415  4.37386
H  0.17695  -0.44968  5.39510
H  -1.50808  -0.00526  3.26562
H  3.60176  0.14992  -1.48015
H  5.63288  -0.25094  0.33389
H  4.47422  -0.41760  2.57094
N  0.00172  0.29940  -4.07864
C  -0.00733  -0.53218  -3.03347
N  0.02424  0.19194  -1.93884
C  0.04534  1.47472  -2.38052
N  0.03412  1.58917  -3.68350
C  0.02399  2.53996  -1.37857
C  0.00304  3.89741  -1.65989
N  -0.07031  4.80129  -0.69228
C  -0.13101  4.34880  0.55400
C  -0.10059  2.99322  0.85120
N  -0.01746  2.09191  -0.11927
H  -0.02632  0.07325  -5.05947
H  -0.03909  -1.60850  -3.08716
H  0.03822  4.24536  -2.68445
H  -0.20583  5.08160  1.34728
H  -0.14834  2.62666  1.86756
S  -3.08023  1.23301  -1.37663
C  -4.56402  0.91058  -0.68808
N  -5.13727  -0.32216  -0.90436
C  -6.32933  -0.69754  -0.40405
C  -7.03275  0.18728  0.34969
C  -6.41924  1.44004  0.56003
N  -5.25175  1.79220  0.08444
H  -4.58522  -0.96674  -1.45355
H  -6.65623  -1.70075  -0.63731
H  -7.99608  -0.05882  0.76553
H  -6.92513  2.18546  1.16654
O  -2.15342  -4.78916  1.94140
C  -2.66001  -3.53716  1.96368
C  -3.73866  -3.22853  2.79644
C  -4.25524  -1.94750  2.85330
C  -3.70067  -0.94700  2.06463
C  -2.62797  -1.26185  1.24540
C  -2.07553  -2.53654  1.17256
C  -0.89649  -2.82621  0.26218
O  -0.70347  -3.94747  -0.15745
O  -0.12925  -1.82050  -0.04770
H  -2.64329  -5.33698  2.56551
H  -4.16571  -4.01413  3.41090
H  -5.08734  -1.73454  3.51265
H  -4.09481  0.06156  2.08312
H  -2.23616  -0.48393  0.60072

Cartesian forces (eV/Å) of the 2 atoms listed first:
Cu -0.046 0.030 0.162
N -0.063 -0.021 -0.037

Properties
⟨S²⟩: 0.752
Spin multiplicity: 2
Charge: +1
Energy relative to the best compared isomer or geometry (same formula, charge and spin): 58.7 kJ/mol

Population analysis type Löwdin, resulting atomic charges in e:
1 Cu 0.5591
2 N 0.1348
3 C -0.0388
4 C -0.0765
5 N 0.0694
6 C -0.2346
7 C -0.2564
8 N 0.0960
9 C -0.0888
10 C -0.0536
11 N 0.1265
12 H 0.1656
13 H 0.1238
14 H 0.1059
15 H 0.1123
16 H 0.1216
17 H 0.1625
18 N 0.0607
19 C -0.0774
20 N 0.0641
21 C -0.3511
22 N 0.1636
23 C -0.2099
24 C -0.0353
25 N 0.1178
26 C -0.0804
27 C -0.0635
28 N 0.0637
29 H 0.1695
30 H 0.1563
31 H 0.1302
32 H 0.1176
33 H 0.1117
34 S 0.6759
35 C -0.8557
36 N 0.0680
37 C -0.0545
38 C -0.0367
39 C -0.1106
40 N 0.0734
41 H 0.1399
42 H 0.1388
43 H 0.1090
44 H 0.1197
45 O 0.0870
46 C -0.2508
47 C -0.0162
48 C -0.0778
49 C -0.1178
50 C -0.0904
51 C -0.0503
52 C -0.5602
53 O 0.0887
54 O -0.1283
55 H 0.1147
56 H 0.1165
57 H 0.1080
58 H 0.0990
59 H 0.0442

Formula: C23H20F3N5O2
Source: OMol25
Level of theory: wB97M-V/def2-TZVPD

Element x y z (Å)
O  -2.73536  1.71857  2.47568
C  -1.71141  1.17429  2.08773
C  -1.16688  1.55408  0.75720
C  -1.45597  2.77311  0.13441
C  -0.84426  2.70806  -1.10775
N  -0.75918  3.54698  -2.12688
C  -0.09116  3.17627  -3.19739
C  -0.01447  4.10556  -4.29346
C  -0.54465  5.36916  -4.42715
C  -0.16017  5.82132  -5.70345
C  0.57245  4.80966  -6.25497
O  0.66636  3.77306  -5.41605
C  0.54839  1.90167  -3.29466
C  0.45511  1.04828  -2.23796
C  1.08437  -0.32207  -2.19780
F  1.94720  -0.44966  -1.18037
F  0.17553  -1.29527  -2.06396
F  1.76860  -0.58394  -3.31877
N  -0.23658  1.43638  -1.14161
N  -0.43287  0.75935  -0.03231
N  -1.05006  0.27034  2.83659
C  0.12531  -0.49123  2.49080
C  -0.24587  -1.96870  2.36627
N  -0.81189  -2.43187  3.62087
C  -1.04307  -3.86609  3.61288
C  0.25865  -4.62041  3.57255
C  1.29198  -4.25277  4.42636
C  2.49272  -4.93736  4.41011
C  2.67333  -6.00323  3.54360
C  1.64872  -6.37620  2.69186
C  0.44868  -5.68544  2.70416
C  -2.00689  -1.67348  3.93762
C  -1.64737  -0.19365  4.07061
H  -2.03249  3.57492  0.54122
H  -1.12905  5.88116  -3.69217
H  -0.39267  6.76451  -6.15283
H  1.06041  4.71701  -7.20542
H  1.09026  1.63216  -4.18505
H  0.55128  -0.13721  1.55582
H  0.85490  -0.37703  3.30043
H  0.65049  -2.55303  2.15092
H  -0.95459  -2.09116  1.52774
H  -1.68408  -4.17450  2.76749
H  -1.56880  -4.12045  4.54003
H  1.14240  -3.41842  5.09449
H  3.29065  -4.64211  5.07598
H  3.61043  -6.54019  3.53182
H  1.78415  -7.20510  2.01245
H  -0.34688  -5.97805  2.03323
H  -2.41241  -2.03348  4.88611
H  -2.78378  -1.78655  3.15966
H  -2.53738  0.40550  4.26722
H  -0.92555  -0.06564  4.88314

Cartesian forces (eV/Å) of the 2 atoms listed first:
O -0.055 0.165 -0.191
C -0.061 -0.030 0.264

Properties
SMILES string: O=C(c1cc2nc(-c3ccco3)cc(C(F)(F)F)n2n1)N1CCN(Cc2ccccc2)CC1
Energy relative to the best compared isomer or geometry (same formula, charge and spin): 50.5 kJ/mol

Population analysis type Löwdin, resulting atomic charges in e:
1 O 0.0590
2 C -0.3969
3 C -0.1519
4 C 0.0772
5 C -0.2216
6 N 0.2063
7 C -0.1780
8 C -0.2230
9 C 0.0083
10 C -0.0479
11 C -0.1043
12 O 0.0516
13 C 0.1005
14 C -0.0495
15 C -0.5728
16 F 0.1557
17 F 0.1592
18 F 0.1505
19 N 0.0027
20 N 0.1377
21 N -0.0397
22 C -0.1255
23 C -0.1537
24 N -0.1764
25 C -0.1609
26 C -0.2318
27 C -0.0435
28 C -0.0831
29 C -0.0970
30 C -0.0879
31 C -0.0462
32 C -0.1653
33 C -0.1151
34 H 0.1175
35 H 0.1145
36 H 0.1039
37 H 0.1241
38 H 0.1287
39 H 0.0956
40 H 0.1321
41 H 0.1259
42 H 0.1341
43 H 0.1263
44 H 0.1298
45 H 0.1126
46 H 0.1007
47 H 0.0988
48 H 0.1004
49 H 0.1085
50 H 0.1234
51 H 0.1340
52 H 0.1208
53 H 0.1315

Formula: C23H20FN3O8S
Source: OMol25
Level of theory: wB97M-V/def2-TZVPD

Element x y z (Å)
C  0.10030  1.67991  -3.02165
N  -0.34784  0.94287  -1.85757
C  -1.05664  1.63353  -0.84399
C  -0.36353  2.43487  0.05851
C  -1.01371  2.95827  1.15594
C  -2.36056  2.67490  1.37709
O  -2.88747  3.10664  2.56180
C  -4.03433  2.45314  3.04022
C  -3.93857  0.92531  3.05813
O  -4.88392  0.20657  3.22994
O  -2.68977  0.50963  2.86103
C  -2.45918  -0.89821  2.80273
C  -0.95345  -1.08881  3.01157
O  -0.49466  -1.44791  4.06943
N  -0.23555  -0.77172  1.90136
C  1.14887  -0.75942  1.76562
C  2.02744  -1.15785  2.77738
C  3.39588  -1.15111  2.56149
C  3.92321  -0.76461  1.34350
C  3.04571  -0.35802  0.34363
N  3.56584  0.02637  -0.93892
O  4.76329  -0.03411  -1.11001
O  2.77226  0.37772  -1.79372
C  1.67374  -0.33530  0.54681
C  -3.07387  1.95875  0.42087
C  -2.42222  1.44561  -0.68441
S  -0.88598  -0.62369  -2.11589
O  -1.24805  -1.12604  -0.81149
O  -1.86550  -0.68195  -3.16105
C  0.58250  -1.49297  -2.66160
C  1.21748  -2.35066  -1.78231
C  2.36544  -3.01360  -2.17868
C  2.84237  -2.80084  -3.46193
F  3.95678  -3.43757  -3.85179
C  2.19422  -1.97043  -4.36177
C  1.04644  -1.31564  -3.95237
H  0.13131  2.73964  -2.77748
H  -0.58757  1.52647  -3.85789
H  1.10300  1.34576  -3.28685
H  0.68951  2.61674  -0.09142
H  -0.48530  3.55207  1.88401
H  -4.15852  2.79587  4.07263
H  -4.93920  2.73006  2.48195
H  -2.77906  -1.27963  1.82682
H  -3.01893  -1.39695  3.60014
H  -0.74512  -0.59566  1.03651
H  1.62932  -1.47411  3.72724
H  4.05665  -1.46292  3.35503
H  4.98453  -0.77108  1.15238
H  1.02464  0.00118  -0.24548
H  -4.12915  1.76781  0.54046
H  -2.96330  0.86231  -1.41291
H  0.80049  -2.49787  -0.79924
H  2.88819  -3.68378  -1.51475
H  2.59073  -1.84633  -5.35663
H  0.50078  -0.68319  -4.63243

Cartesian forces (eV/Å) of the 2 atoms listed first:
C 0.235 -0.023 -0.498
N -0.234 -0.956 -0.073

Properties
SMILES string: CN(c1ccc(OCC(=O)OCC(=O)Nc2cccc([N+](=O)[O-])c2)cc1)S(=O)(=O)c1ccc(F)cc1
DFT total energy: -58575.892 eV

Population analysis type Löwdin, resulting atomic charges in e:
1 C -0.0583
2 N -0.2334
3 C -0.3002
4 C -0.0080
5 C 0.0192
6 C -0.2673
7 O -0.0176
8 C -0.0752
9 C -0.4801
10 O 0.1372
11 O 0.0184
12 C -0.0354
13 C -0.4121
14 O 0.0951
15 N 0.1603
16 C -0.1803
17 C 0.0186
18 C -0.0495
19 C -0.0002
20 C -0.1481
21 N -0.3378
22 O 0.0950
23 O 0.0645
24 C 0.0451
25 C 0.0074
26 C -0.0096
27 S 0.7000
28 O -0.2970
29 O -0.2608
30 C -0.2712
31 C -0.0601
32 C 0.0194
33 C -0.2589
34 F 0.0806
35 C 0.0213
36 C -0.0545
37 H 0.1028
38 H 0.0927
39 H 0.0707
40 H 0.1240
41 H 0.1244
42 H 0.1496
43 H 0.1424
44 H 0.1435
45 H 0.1410
46 H 0.1047
47 H 0.1031
48 H 0.1108
49 H 0.1173
50 H 0.0837
51 H 0.1249
52 H 0.1133
53 H 0.1136
54 H 0.1283
55 H 0.1256
56 H 0.1171